# C47H41GeNP2Pd

A molecular structure, C47H41GeNP2Pd (wB97M-V/def2-TZVPD, OMol25).

The geometry in XYZ format:
```
93
Properties=species:S:1:pos:R:3:forces:R:3:lowdin_charge:R:1
Pd 0.09874 -0.48586 -0.69348 -0.5316 0.0889 0.2177 0.605
C 2.51454 1.62534 -0.92865 -0.0228 -0.1398 -0.1482 -0.190
P 0.73205 1.75647 -0.45647 0.3828 0.1148 -0.1714 1.019
C -0.06878 2.55140 -1.86098 0.0077 0.1828 0.0402 -0.336
C -0.23389 3.94164 -1.82904 0.0040 -0.0095 -0.0169 -0.062
C -0.72470 4.60507 -2.94183 -0.0083 -0.0095 0.0049 -0.031
C -1.05695 3.89431 -4.08760 0.0050 0.0008 0.0027 -0.024
C -0.89598 2.51563 -4.12440 -0.0177 -0.0163 -0.0263 -0.044
C -0.40273 1.84294 -3.01929 0.0114 0.0209 0.0388 -0.104
C 0.56696 2.83032 0.95914 0.0767 0.0040 0.0762 -0.389
C -0.71178 3.27860 1.31287 -0.0015 0.0060 0.0087 -0.103
C -0.85916 4.19190 2.34090 -0.0104 0.0135 -0.0502 -0.044
C 0.26083 4.65914 3.02027 0.0249 0.0287 -0.0288 -0.035
C 1.52814 4.20680 2.68226 -0.0153 0.0256 -0.0105 -0.040
C 1.68756 3.28979 1.65439 -0.0411 0.0532 -0.0502 -0.077
C 2.53982 0.59009 -1.99476 -0.0611 0.0601 -0.0215 -0.270
C 3.24145 0.46970 -3.23946 0.0843 0.0306 0.1720 0.055
C 2.82527 -0.69422 -3.81973 0.0419 -0.1601 0.0952 0.058
C 1.87170 -1.29181 -2.92729 -0.0072 0.1333 -0.0460 -0.260
C 1.11381 -2.55359 -2.96281 -0.0769 0.0368 -0.0089 -0.207
P -0.51364 -2.32705 -2.08632 0.4103 -0.0961 -0.1007 1.043
C -1.70632 -1.73932 -3.29254 -0.0482 -0.0469 0.0078 -0.365
C -2.57871 -0.70688 -2.94821 -0.0117 -0.0242 -0.0406 -0.123
C -3.55786 -0.29910 -3.84117 0.0060 0.0018 0.0015 -0.052
C -3.66647 -0.92250 -5.07642 -0.0064 0.0115 -0.0002 -0.032
C -2.80115 -1.95406 -5.42332 0.0128 -0.0151 -0.0096 -0.036
C -1.82480 -2.36907 -4.53365 -0.0193 0.0187 -0.0042 -0.066
C -0.91833 -3.98235 -1.53657 -0.0099 0.0052 0.0369 -0.366
C -0.56727 -5.10055 -2.29686 -0.0272 -0.0260 0.0134 -0.075
C -0.94492 -6.36313 -1.86957 0.0166 0.0091 -0.0240 -0.037
C -1.66790 -6.51414 -0.69274 -0.0089 0.0017 0.0198 -0.031
C -2.01377 -5.40346 0.06428 0.0028 0.0136 0.0039 -0.045
C -1.63751 -4.13745 -0.35574 -0.0178 -0.0619 0.0136 -0.087
N 1.72046 -0.48505 -1.84418 -0.1279 0.0486 -0.1517 -0.079
H 3.07315 1.25189 -0.06093 0.0409 0.0347 -0.0038 0.101
H 2.94778 2.57490 -1.24061 -0.0705 0.0311 -0.0179 0.126
H 0.02370 4.50909 -0.94467 0.0044 0.0035 -0.0133 0.112
H -0.84733 5.67927 -2.91365 0.0030 -0.0017 0.0022 0.126
H -1.44174 4.41688 -4.95325 0.0008 -0.0027 0.0025 0.127
H -1.16022 1.95949 -5.01442 0.0033 0.0061 0.0034 0.121
H -0.29596 0.76805 -3.07144 0.0190 0.0041 0.0017 0.066
H -1.58612 2.95738 0.75655 0.0046 0.0026 0.0013 0.115
H -1.84471 4.55455 2.60098 0.0048 0.0017 0.0023 0.127
H 0.14444 5.38791 3.81171 -0.0012 -0.0079 0.0002 0.130
H 2.39599 4.57888 3.20971 0.0099 0.0034 -0.0053 0.128
H 2.68594 2.96475 1.38932 -0.0050 -0.0061 0.0165 0.108
H 3.98297 1.16113 -3.60790 -0.0227 0.0076 -0.0060 0.138
H 3.16972 -1.12808 -4.74540 -0.0188 0.0153 -0.0056 0.138
H 1.64753 -3.28779 -2.34381 0.0621 -0.0266 -0.0812 0.121
H 1.03838 -2.96705 -3.96726 -0.0633 0.0217 -0.0070 0.108
H -2.49223 -0.21872 -1.98332 -0.0111 -0.0168 -0.0161 0.071
H -4.23763 0.49923 -3.57440 0.0035 0.0005 -0.0038 0.120
H -4.43271 -0.60857 -5.77271 0.0004 -0.0032 0.0024 0.125
H -2.89625 -2.44143 -6.38417 0.0008 0.0015 0.0036 0.125
H -1.17494 -3.19248 -4.80561 -0.0044 0.0013 -0.0054 0.108
H -0.01074 -5.00509 -3.22112 -0.0025 0.0045 0.0017 0.106
H -0.67750 -7.23105 -2.45693 -0.0012 0.0038 0.0018 0.125
H -1.96192 -7.50262 -0.36620 0.0021 0.0032 -0.0035 0.125
H -2.57811 -5.52637 0.97930 0.0044 -0.0046 -0.0032 0.117
H -1.90599 -3.26878 0.22763 -0.0398 0.0728 0.0496 0.066
C 2.03021 -2.19644 1.05244 -0.0319 -0.3559 0.0417 -0.191
Ge 1.14428 -0.69702 1.88338 -0.1308 -0.2566 0.1403 1.112
C -0.78082 -0.96313 1.85241 -0.0326 -0.0576 -0.0295 -0.335
C -1.27463 -1.97092 2.68128 -0.0986 -0.0274 -0.0252 -0.077
C -2.62735 -2.29195 2.65648 0.0118 0.0296 -0.0390 -0.019
C -3.49304 -1.67751 1.75203 0.0358 -0.0798 0.0011 -0.030
C -3.00775 -0.72117 0.88180 0.1017 0.0465 -0.0265 -0.044
C -1.65735 -0.34197 0.94036 -0.0503 0.0166 0.1399 -0.231
C 2.08391 0.27417 3.16705 -0.0296 0.2385 -0.1503 -0.272
C 3.44793 0.00031 3.18951 0.0507 0.0243 0.0049 -0.090
C 4.27779 0.55613 4.16763 0.0013 -0.0009 -0.0618 -0.032
C 3.73070 1.39581 5.10335 -0.0391 0.0448 0.0459 0.040
C 2.34877 1.70757 5.11922 -0.0093 -0.0121 -0.0123 -0.150
C 1.81215 2.55099 6.12092 0.0581 0.0015 0.0063 0.004
C 0.47498 2.82386 6.15537 -0.0558 0.0034 -0.0090 -0.035
C -0.37642 2.27133 5.17890 0.0182 -0.0287 0.0416 -0.047
C 0.11781 1.46555 4.18877 0.0134 -0.0273 0.0448 -0.054
C 1.49053 1.15357 4.13424 0.0693 -0.0774 0.0928 -0.187
H 2.07452 -2.99523 1.80138 0.0578 0.0642 0.0396 0.063
H 3.03473 -2.02776 0.67220 0.0047 0.1515 0.0564 0.042
H 1.38668 -2.56003 0.25333 0.0805 -0.1102 -0.0145 -0.014
H -0.63261 -2.47624 3.39457 0.0169 -0.0168 -0.0379 0.124
H -3.01063 -3.02824 3.35177 -0.0034 0.0104 0.0013 0.133
H -4.54228 -1.94061 1.74166 0.0050 0.0029 0.0063 0.132
H -3.67806 -0.21102 0.20186 -0.0084 -0.0194 -0.0025 0.122
H -1.41378 0.62749 0.49437 0.0440 0.0330 -0.0363 0.052
H 3.88475 -0.66594 2.45298 0.0016 0.0003 0.0432 0.099
H 5.33182 0.31857 4.18757 0.0055 0.0031 -0.0103 0.125
H 4.36221 1.83485 5.86684 0.0016 -0.0108 0.0045 0.138
H 2.47904 2.96031 6.86939 -0.0040 0.0009 0.0035 0.131
H 0.06500 3.45568 6.93145 0.0021 -0.0060 0.0059 0.124
H -1.43626 2.48840 5.21468 -0.0012 0.0081 -0.0017 0.123
H -0.56104 1.07572 3.44241 -0.0237 -0.0470 -0.0235 0.090
```
Forces are in eV/Å.

The net charge is +3. The calculated total energy is -4756.9640 a.u. The calculation puts the highest occupied orbital energy (spin up / spin down) at -15.6 / -15.6 eV. Its multiplicity is 2. Its expectation value of S² is 0.76. The molecular weight is 860.830 g/mol.